[1]
A cluster of 16 separate species, C42H94Br4N9O25 in total at a distorted geometry, computed with the ωB97M-V functional and the def2-TZVPD basis.

Positions of all 174 atoms, in Å:
C 0.029 2.099 -2.590
C -0.039 1.179 -1.334
N 1.236 0.346 -0.886
C 2.370 1.240 -0.367
C 0.976 -0.675 0.279
C 0.361 -0.069 1.530
C 1.751 -0.394 -2.123
C 0.906 -1.638 -2.565
O -0.398 -1.223 -2.956
C -1.113 -2.239 -3.480
H 0.256 1.588 -3.525
H 0.771 2.894 -2.516
H -0.903 2.588 -2.873
H -0.851 0.454 -1.370
H -0.296 1.772 -0.456
H 3.190 0.635 0.020
H 1.927 1.871 0.404
H 2.712 1.754 -1.265
H 1.856 -1.291 0.464
H 0.299 -1.394 -0.183
H 0.484 -0.739 2.382
H -0.676 0.253 1.433
H 0.898 0.814 1.876
H 2.758 -0.767 -1.939
H 1.766 0.300 -2.963
H 0.823 -2.409 -1.799
H 1.442 -2.024 -3.432
H -1.183 -2.971 -2.675
H -0.670 -2.694 -4.366
H -2.161 -1.963 -3.597
C 8.297 1.862 -3.229
C 7.038 1.768 -3.809
C 6.323 3.043 -4.261
O 5.051 3.101 -4.594
C 6.896 4.257 -4.236
C 8.289 4.435 -3.853
C 9.065 3.164 -3.280
O 10.276 3.214 -3.162
O 8.927 5.447 -4.204
O 6.570 0.564 -3.865
H 8.771 0.930 -2.958
H 6.291 5.111 -4.503
C -1.549 -7.230 -6.925
N -0.689 -8.016 -7.887
O 0.069 -8.850 -7.367
O -0.679 -7.725 -9.074
H -1.908 -6.319 -7.403
H -0.949 -7.008 -6.043
H -2.384 -7.810 -6.531
C -9.059 -0.793 -2.805
N -8.495 -1.568 -3.886
O -7.260 -1.855 -3.807
O -9.162 -1.748 -4.835
H -8.874 0.252 -3.051
H -8.569 -1.112 -1.885
H -10.139 -0.920 -2.730
C 3.509 6.473 -0.836
N 2.180 6.477 -0.253
O 2.100 6.160 0.924
O 1.211 6.702 -0.980
H 4.045 7.209 -0.237
H 3.504 6.804 -1.875
H 3.892 5.466 -0.668
C 2.261 -8.263 -0.926
N 1.485 -7.712 -2.049
O 0.608 -6.916 -1.780
O 1.784 -8.089 -3.145
H 3.079 -8.815 -1.388
H 1.593 -9.016 -0.507
H 2.441 -7.479 -0.190
C 6.524 -3.078 -0.172
N 5.778 -4.058 0.616
O 4.591 -4.050 0.388
O 6.324 -4.789 1.390
H 6.612 -3.489 -1.178
H 7.510 -3.043 0.291
H 6.161 -2.051 -0.122
C 6.165 -1.675 5.522
N 5.105 -0.769 4.939
O 5.306 -0.362 3.795
O 4.058 -0.624 5.589
H 6.527 -2.319 4.720
H 5.663 -2.211 6.328
H 6.902 -1.156 6.134
C -5.174 -3.909 -8.096
N -4.648 -3.298 -9.341
O -5.409 -2.742 -10.095
O -3.419 -3.262 -9.405
H -5.309 -4.936 -8.436
H -6.142 -3.430 -7.954
H -4.577 -3.665 -7.217
C -1.934 5.807 4.300
N -2.223 4.813 3.220
O -2.588 3.709 3.494
O -2.216 5.228 2.059
H -2.714 5.697 5.053
H -1.882 6.842 3.962
H -0.911 5.667 4.651
Br -4.579 -6.391 2.926
C -3.325 -4.960 3.476
C -2.714 -4.319 2.213
Br -4.079 -3.510 1.012
H -2.489 -5.445 3.979
H -3.820 -4.239 4.127
H -2.086 -5.026 1.671
H -2.095 -3.486 2.547
Br 0.129 -1.375 10.636
C -0.496 0.446 10.005
C -0.438 0.622 8.451
Br -1.289 -0.910 7.437
H 0.126 1.244 10.412
H -1.517 0.534 10.376
H 0.612 0.526 8.174
H -0.934 1.540 8.134
C 6.283 7.626 8.344
C 6.459 6.530 7.288
O 5.172 5.738 7.204
C 5.129 4.945 6.041
C 3.802 4.345 5.829
H 7.212 8.182 8.469
H 5.535 8.379 8.096
H 6.068 7.237 9.340
H 6.604 6.977 6.304
H 7.279 5.886 7.607
H 5.287 5.462 5.095
H 5.851 4.130 6.072
H 3.787 3.806 4.882
H 3.059 5.140 5.776
H 3.488 3.595 6.554
C -0.182 -8.860 4.714
C 1.030 -8.059 5.356
O 1.143 -6.882 4.600
C 2.106 -5.918 4.975
C 1.828 -5.312 6.369
H 0.072 -9.005 3.664
H -0.244 -9.849 5.168
H -1.091 -8.261 4.786
H 0.634 -7.919 6.362
H 1.994 -8.569 5.342
H 3.166 -6.119 4.815
H 2.002 -5.086 4.278
H 2.436 -4.411 6.452
H 2.154 -6.034 7.118
H 0.790 -4.981 6.422
C -10.053 2.858 0.599
C -8.858 3.724 0.619
O -8.011 3.027 -0.256
C -6.638 3.488 -0.274
C -5.930 2.484 -1.165
H -9.850 1.869 1.009
H -10.819 3.203 1.293
H -10.484 2.816 -0.402
H -9.158 4.679 0.188
H -8.590 3.842 1.668
H -6.577 4.504 -0.665
H -6.220 3.529 0.732
H -5.973 1.516 -0.666
H -4.843 2.568 -1.185
H -6.315 2.421 -2.183
C -4.306 6.603 -7.128
C -4.572 5.149 -7.344
O -3.796 4.366 -6.360
C -3.978 2.978 -6.487
C -3.220 2.372 -7.593
H -3.240 6.804 -7.230
H -4.825 7.039 -7.982
H -4.644 7.063 -6.200
H -5.592 4.806 -7.169
H -4.295 5.012 -8.389
H -3.608 2.501 -5.579
H -5.043 2.751 -6.543
H -3.310 2.898 -8.543
H -3.389 1.310 -7.769
H -2.164 2.515 -7.361

## Properties
HOMO-LUMO gap, hartree: 0.08312
Strongest force on any atom, eV/A: 4.66
Total charge: -1
Multiplicity: 1

[2]
A cluster of 2 separate species, C4H9ClO3P in total at a distorted geometry, computed with the ωB97M-V functional and the def2-TZVPD basis.

Positions of all 18 atoms, in Å:
C -0.560 1.060 1.590
C 1.613 0.376 0.611
C 1.033 0.574 -2.095
C 0.551 0.077 1.682
O -3.102 -2.630 -0.269
O -0.868 -0.557 -0.605
O 0.644 -0.883 2.389
P 0.600 -0.740 -0.864
Cl 0.196 0.164 -3.596
H -1.004 0.894 0.588
H -1.365 0.873 2.420
H 0.071 1.990 1.758
H -2.292 -3.007 0.134
H 1.945 1.355 0.404
H 2.539 -0.125 0.739
H 0.673 1.561 -1.798
H 2.104 0.884 -2.409
H -2.777 -1.867 -0.677

## Properties
HOMO-LUMO gap, hartree: 0.27106
Strongest force on any atom, eV/A: 2.88
Total charge: -1
Multiplicity: 1

> What is the formula in the first record?

C42H94Br4N9O25

Copy entry 2 word for word.
A cluster of 2 separate species, C4H9ClO3P in total at a distorted geometry, computed with the ωB97M-V functional and the def2-TZVPD basis.

Positions of all 18 atoms, in Å:
C -0.560 1.060 1.590
C 1.613 0.376 0.611
C 1.033 0.574 -2.095
C 0.551 0.077 1.682
O -3.102 -2.630 -0.269
O -0.868 -0.557 -0.605
O 0.644 -0.883 2.389
P 0.600 -0.740 -0.864
Cl 0.196 0.164 -3.596
H -1.004 0.894 0.588
H -1.365 0.873 2.420
H 0.071 1.990 1.758
H -2.292 -3.007 0.134
H 1.945 1.355 0.404
H 2.539 -0.125 0.739
H 0.673 1.561 -1.798
H 2.104 0.884 -2.409
H -2.777 -1.867 -0.677

## Properties
HOMO-LUMO gap, hartree: 0.27106
Strongest force on any atom, eV/A: 2.88
Total charge: -1
Multiplicity: 1